85
Properties=species:S:1:pos:R:3:forces:R:3 method="wB97M-V/def2-TZVPD" orbital_gap_ev=6.7 lumo_ev=1.89 fmax_ha_per_bohr=0.054 total_charge=-1 homo_energy_ha=-0.1774
In 1.35747 -1.28332 3.84483 0.560 -1.164 -0.589
Cl 0.42898 -2.35960 5.87568 0.101 0.356 -0.244
O -4.50156 -0.29792 -2.45055 -0.285 -0.060 0.099
O 1.38610 -2.52009 -0.21606 0.247 -0.253 -0.516
O -0.14457 -2.84241 -5.63106 -0.049 -0.055 -0.056
O -1.71283 -0.14742 2.86847 -1.450 -1.418 -1.865
O -1.91367 -3.00958 -7.00042 -0.056 0.162 0.154
O -5.55667 -2.23958 -2.85646 -0.040 0.024 -0.008
O 2.92778 4.31955 6.15911 0.059 0.064 0.065
O 0.18427 -2.25168 -2.10145 0.107 -0.138 -0.154
O -1.65344 1.60052 -6.75909 -0.108 0.132 0.108
O 0.85721 1.76852 5.44263 -0.172 0.229 2.083
O 5.03427 4.94632 6.60670 -0.003 -0.128 -0.061
O -0.56966 2.86489 -5.25617 -0.010 -0.046 0.010
N 0.28067 0.57658 3.55123 -0.297 0.762 0.329
N 4.13108 -0.80476 5.23938 0.370 0.727 0.041
C 0.73157 2.87699 -4.64455 0.117 -0.008 0.106
C 1.48720 2.69683 3.39546 0.049 -0.446 -0.235
C -0.76370 -1.38191 -0.11671 -0.275 -0.394 -0.614
C 0.14412 -5.09963 -5.03820 -0.076 -0.143 -0.082
C 3.18547 5.96400 7.81645 -0.383 -0.312 0.181
C 3.86120 0.57644 5.69259 -0.087 -1.057 0.153
C -0.75846 -5.02264 -6.26682 0.145 0.005 0.515
C 1.21799 1.43709 -4.71032 0.063 -0.123 -0.087
C -1.84620 -1.49396 -1.19347 0.011 0.075 0.389
C -1.08744 0.41924 3.70837 1.010 0.328 1.126
C 0.83239 1.64363 4.25705 0.532 -0.014 -1.457
C -5.63844 -3.16820 -3.95108 -0.032 -0.054 -0.128
C 1.78799 5.36152 7.92898 0.039 0.155 0.082
C 0.56347 0.93948 -5.99747 0.046 0.024 0.553
C -1.03101 -1.58048 -2.46782 -0.157 0.054 -0.044
C -1.82673 0.88392 4.93447 -0.419 0.814 -0.301
C -5.33555 -2.34962 -5.19846 0.095 0.014 -0.120
C 0.40090 -2.12000 -0.75145 -0.162 0.415 0.659
C 0.82892 -3.74294 -5.06063 0.200 -0.118 0.304
C -4.36521 -1.30328 -4.66039 -0.480 -0.207 -0.087
C 3.56932 -1.05025 3.90092 -0.196 0.118 0.781
C -0.69160 1.78898 -6.07561 0.093 -0.128 -0.289
C 1.60368 4.72249 6.55984 -0.206 -0.019 0.139
C 3.86020 5.03705 6.82216 0.085 0.194 -0.070
C -1.04705 -3.53652 -6.36538 0.008 -0.127 -0.275
C -4.79513 -1.17222 -3.21025 0.410 0.159 -0.196
H -2.81862 1.15766 4.60597 -0.379 0.031 -0.182
H 1.37188 3.55819 -5.21031 -0.005 -0.012 -0.023
H 1.21981 5.42869 5.81872 0.059 0.031 0.001
H -0.46821 -5.18857 -4.13938 0.047 0.025 0.029
H -6.63264 -3.60927 -3.96758 -0.015 0.031 0.169
H 3.93960 -0.31094 3.18218 -0.118 0.208 -0.236
H -1.68054 -5.58342 -6.14282 -0.057 0.024 -0.249
H -0.77757 -0.59364 -2.86591 -0.019 0.007 -0.009
H -1.52859 -2.15479 -3.24871 0.168 -0.031 -0.074
H 3.57117 1.19928 4.85651 -0.107 0.412 -0.154
H 0.31038 -0.11700 -5.95380 -0.061 -0.004 -0.250
H -4.93649 -2.94469 -6.01806 0.049 -0.023 0.054
H 1.09233 -3.39807 -4.06364 -0.081 0.197 -0.058
H 1.72328 -3.74098 -5.68819 -0.071 0.038 -0.089
H -4.90403 -3.96039 -3.78591 0.023 0.015 0.001
H 1.78200 4.58859 8.69891 -0.021 -0.019 -0.026
H 3.16574 6.97029 7.39493 0.091 0.019 0.015
H 0.95681 3.85095 6.58459 0.186 -0.147 -0.189
H 3.95820 -2.00673 3.57501 -0.124 -0.398 -0.214
H -2.55804 -0.67594 -1.19629 0.011 0.029 -0.026
H -6.24599 -1.86066 -5.54924 -0.013 -0.019 0.014
H 0.77578 3.48210 3.16567 -0.221 0.196 0.019
H 0.64144 3.24462 -3.62518 -0.145 0.069 -0.042
H -1.04816 -1.84222 0.82381 0.218 0.205 0.170
H 0.82819 0.87550 -3.86013 0.023 0.019 0.012
H 3.07411 0.54505 6.43608 -0.400 0.268 0.015
H -3.33175 -1.65215 -4.69025 0.041 0.097 -0.044
H 0.94377 -2.33670 2.48368 -0.143 0.237 0.394
H 1.81000 2.26047 2.46405 0.087 -0.106 -0.374
H 1.01051 6.08416 8.17232 -0.014 -0.005 -0.066
H 1.17763 1.14383 -6.87590 -0.056 -0.049 -0.061
H 0.84550 -5.93144 -5.04931 0.039 0.043 -0.020
H -1.40086 1.73871 5.43152 0.254 -0.006 0.360
H 5.14108 -0.87680 5.20034 0.018 -0.240 -0.179
H -4.44853 -0.35025 -5.17398 0.244 0.079 0.091
H -2.40419 -2.42303 -1.05424 -0.027 0.019 -0.002
H 3.71942 5.96662 8.76262 0.179 0.142 -0.098
H 2.33157 3.09382 3.92351 0.379 0.435 0.282
H -0.46594 -0.34785 0.05888 0.021 -0.021 0.183
H -0.24683 -5.34036 -7.17651 -0.076 0.005 -0.055
H -1.95324 0.05339 5.60515 0.317 -0.380 0.427
H 2.30278 1.34981 -4.69860 -0.004 0.062 -0.009
H 4.73390 1.00813 6.16506 0.299 0.117 0.095

75
Properties=species:S:1:pos:R:3:forces:R:3 method="wB97M-V/def2-TZVPD" orbital_gap_ev=8.1 lumo_ev=-6.14 fmax_ha_per_bohr=0.062 total_charge=+2 homo_energy_ha=-0.5249
Hg -0.82241 -0.10718 -0.16572 1.988 0.193 0.031
S 0.57624 0.14897 -2.35773 0.050 -0.748 -0.114
S -0.96639 -1.86947 1.90757 0.220 -0.255 -0.505
N 1.43623 0.89810 0.84014 0.134 0.321 -0.256
N -0.55878 2.39274 -0.26044 -0.099 0.038 0.343
N -1.01151 -2.45542 -1.33643 -0.067 -0.088 -0.019
C -1.71566 -3.20356 0.90374 -0.027 -0.096 0.401
C 1.29753 2.17335 1.26246 0.549 -0.701 1.133
C -1.41400 3.10785 -0.99337 0.321 0.524 0.267
C -0.62110 6.70914 0.04918 0.015 0.026 -0.015
C 2.48410 0.18713 1.28113 0.253 0.175 0.789
C -3.03806 -0.39719 -0.66100 -1.741 2.290 1.321
C 3.37118 0.65049 2.26200 -0.529 -0.293 -0.648
C 3.12670 1.89918 2.83984 0.445 0.091 0.273
C -1.45623 4.50149 -0.98902 -0.051 -0.604 0.160
C -0.64080 5.17943 -0.07901 0.230 0.357 0.181
C -2.94614 0.67152 0.26072 -2.040 -1.649 -1.034
C 0.69259 -2.55548 2.15021 0.163 0.178 0.143
C 4.12321 1.33183 5.07656 -0.170 -0.223 0.100
C -0.76508 7.12455 1.51853 -0.131 -0.229 0.090
C 5.48382 2.54579 3.36704 0.046 0.064 -0.304
C 2.23904 -0.50191 -2.03934 0.115 0.223 -0.023
C -0.15703 -2.59998 -2.52288 -0.214 -0.154 0.209
C 2.07358 2.66209 2.33032 -0.185 -0.244 -0.622
C 0.22920 4.41747 0.71707 0.196 -1.007 -0.067
C 0.73016 7.20651 -0.47569 0.279 -0.214 -0.209
C -1.00277 -3.58368 -0.38800 -0.105 0.129 -0.402
C 0.29111 3.01448 0.57984 -0.890 1.070 -0.690
C 4.07529 2.36942 3.95091 0.031 0.099 0.168
C -1.73387 7.36632 -0.76134 -0.091 -0.090 -0.056
C -0.10774 -1.27558 -3.27302 0.201 0.261 -0.299
C 3.64774 3.69069 4.57744 -0.041 0.056 -0.047
H -1.65760 7.11115 -1.81976 0.037 0.139 -0.036
H 3.11916 1.17267 5.48482 0.142 -0.018 0.051
H 2.61160 -0.81148 0.85692 -0.041 0.335 0.150
H 1.83321 3.63838 2.73320 0.244 -0.113 0.027
H 2.64474 -0.84341 -2.99751 -0.014 0.061 0.223
H 0.89949 6.84592 -1.49765 -0.018 0.203 0.095
H 0.89684 4.88401 1.44181 -0.267 0.059 -0.389
H 0.05983 6.73681 2.12223 -0.049 0.165 0.004
H -1.52597 -4.44745 -0.84026 0.287 0.137 0.351
H -2.15606 4.99594 -1.66211 0.261 -0.004 0.320
H -3.20736 1.67029 -0.08859 0.952 -0.130 0.165
H 0.64374 -3.57992 2.53726 -0.135 0.276 -0.032
H -1.96974 -2.32274 -1.66757 0.325 -0.215 0.081
H -3.48328 -1.33496 -0.32519 0.930 -0.039 -0.074
H -1.69671 6.72648 1.93773 0.090 0.210 -0.009
H -0.55674 -3.38492 -3.19315 0.286 0.311 0.122
H -1.75938 -4.05772 1.58734 -0.136 0.026 -0.254
H 0.51553 -1.35577 -4.16850 -0.276 -0.128 0.004
H 4.35513 3.94636 5.37472 -0.201 0.001 -0.159
H 5.87054 1.61082 2.94765 -0.008 0.152 0.053
H 2.25328 -1.30674 -1.30050 -0.093 0.127 -0.213
H 4.77314 1.68754 5.88527 -0.144 -0.074 -0.199
H -3.10838 -0.16545 -1.73068 -0.133 -0.063 0.417
H 0.77039 8.30222 -0.46979 -0.023 -0.250 0.011
H 4.50980 0.36889 4.73767 0.011 0.024 0.046
H 2.83489 0.33539 -1.66783 -0.070 -0.171 -0.088
H 5.46851 3.30374 2.57312 0.110 -0.149 0.124
H 0.84273 -2.91012 -2.20170 -0.149 0.022 -0.061
H -2.13574 2.54160 -1.57817 0.256 0.126 -0.226
H -0.76675 8.21917 1.59281 -0.020 -0.288 0.033
H 0.03781 -3.87153 -0.19102 -0.255 0.018 -0.093
H -2.71691 7.04275 -0.41188 -0.029 0.120 0.023
H 1.26975 -2.53320 1.22119 -0.118 -0.027 0.263
H 4.22369 0.03988 2.58570 -0.497 0.255 -0.253
H 1.54865 6.82054 0.13933 -0.015 0.134 -0.028
H 3.66865 4.49916 3.84319 -0.092 0.064 0.087
H -2.99430 0.49352 1.34242 -0.203 -0.010 -0.475
H 6.17670 2.88060 4.14812 -0.173 -0.082 -0.138
H -1.11601 -0.96247 -3.57096 0.187 -0.074 -0.100
H -2.74152 -2.87095 0.70697 0.192 -0.259 0.145
H 1.15883 -1.90197 2.89796 0.015 -0.264 -0.226
H 2.65107 3.60362 5.01956 0.047 0.159 -0.016
H -1.66293 8.45623 -0.66654 -0.069 -0.264 -0.023

81
Properties=species:S:1:pos:R:3:forces:R:3 method="wB97M-V/def2-TZVPD" orbital_gap_ev=4.5 lumo_ev=-7.54 fmax_ha_per_bohr=0.037 total_charge=+2 homo_energy_ha=-0.4431
S -1.98383 0.29951 -2.22393 -1.040 -1.479 -0.333
P 9.17847 0.81778 -1.40005 1.121 -1.335 -0.728
O -8.05555 -0.33535 3.38865 0.067 0.009 -0.008
O -2.77255 1.97329 1.10059 0.188 0.018 -0.026
O -1.15291 -0.11296 -3.31240 0.554 0.677 0.074
O 0.74172 -0.78901 2.74365 -0.022 0.172 0.011
O 9.13727 -4.99677 -4.87407 -0.053 0.047 -0.008
O -7.62516 1.05072 -0.86602 0.021 0.021 0.100
O 9.50689 -0.49807 -1.94524 -0.192 0.066 -0.006
O -3.12284 -0.49658 -1.89894 0.152 0.251 0.333
N 7.38760 0.87746 -1.21411 0.362 0.559 0.161
N 0.42854 0.47917 -0.87670 0.298 -0.160 0.177
C 4.65025 0.81357 -1.08083 0.085 -0.052 -0.544
C 6.76874 1.44288 -0.16499 -0.781 0.035 0.209
C 10.01432 -4.35057 -4.35304 -0.015 -0.076 -0.035
C 6.69360 0.30782 -2.21359 -0.732 -0.274 -0.272
C 0.41052 1.00316 4.27295 0.214 -0.033 -0.241
C -3.50145 2.44251 1.95927 -0.239 -0.032 0.069
C -4.67104 1.66841 2.49621 0.206 -0.177 -0.238
C 5.31547 0.26177 -2.17368 0.235 0.253 0.339
C 2.58782 -0.07569 -0.05531 -0.239 0.351 -0.168
C 9.75374 -3.55394 -3.09485 -0.179 -0.116 -0.071
C -9.65203 0.82860 2.06964 0.301 0.042 0.059
C -3.26865 3.81916 2.51696 0.276 -0.047 -0.228
C -9.22440 -0.17263 3.11335 -0.028 0.016 -0.010
C -7.18214 0.07278 -1.42285 -0.073 0.060 -0.020
C 1.21384 -0.17293 -0.00528 0.178 -0.397 0.185
C 2.35198 1.37772 -1.94008 0.072 -0.272 0.265
C -10.31341 -0.96132 3.79678 0.240 -0.094 0.111
C 0.11989 -0.35673 3.69978 -0.076 -0.100 0.101
C 3.17053 0.71924 -1.03252 -0.001 -0.158 0.407
C -6.12174 0.19556 -2.48735 -0.092 0.226 0.077
C -7.64890 -1.31910 -1.07571 -0.144 0.152 0.123
C -1.03544 0.33514 -0.69880 0.502 0.669 -0.068
C 11.41014 -4.29668 -4.92264 -0.121 -0.140 -0.126
C 0.98626 1.24308 -1.82286 0.159 0.535 -0.569
C -0.96583 -1.16115 4.35346 0.098 -0.178 -0.245
C 5.39236 1.42074 -0.07502 0.048 -0.080 -0.029
H 8.71433 -3.68568 -2.79810 0.004 -0.037 -0.006
H 9.47587 1.85321 -2.30029 -0.332 0.411 0.472
H -10.18242 0.32593 1.25979 -0.134 0.064 0.042
H -10.99501 -0.28540 4.31478 -0.104 -0.012 -0.110
H 4.89280 1.87161 0.76573 0.068 0.085 0.196
H -4.72834 0.69740 2.00974 -0.037 0.011 0.005
H 12.12723 -4.67794 -4.19420 0.045 0.129 0.030
H -10.30458 1.58102 2.51535 -0.140 -0.087 -0.052
H 2.78009 1.98135 -2.72101 -0.128 0.197 -0.159
H -1.21251 -0.60420 -0.19053 -0.202 -0.206 -0.106
H -1.40849 1.14534 -0.07226 -0.155 0.105 0.095
H 1.21377 1.47647 3.71125 -0.002 0.000 0.014
H -8.77129 1.31683 1.65990 -0.024 -0.012 -0.070
H -6.80964 -1.91696 -0.71711 0.011 -0.070 -0.124
H -6.47421 -0.21144 -3.43626 0.063 -0.136 0.045
H -4.56014 1.52302 3.57209 -0.134 0.124 0.033
H 9.94180 -2.49645 -3.27466 0.170 -0.004 0.083
H -5.87884 1.24899 -2.62258 -0.036 0.002 -0.013
H -8.08091 -1.79930 -1.95487 0.116 -0.081 -0.018
H -5.23056 -0.33701 -2.16347 -0.133 -0.131 -0.184
H 0.74210 -0.77255 0.75856 -0.128 -0.012 0.017
H -5.59713 2.21168 2.30545 -0.028 0.027 0.146
H -10.87422 -1.53963 3.06115 -0.116 0.100 0.002
H -0.71687 -1.34057 5.40003 -0.099 0.111 0.050
H -0.48148 1.62848 4.21452 -0.038 -0.026 0.154
H -4.13883 4.44788 2.32691 -0.059 -0.021 0.148
H 7.34320 1.90564 0.62103 0.380 -0.015 -0.064
H 11.67198 -3.26856 -5.17824 0.085 0.011 0.116
H 7.22603 -0.13292 -3.04158 0.388 -0.033 0.062
H 4.75418 -0.20559 -2.96421 0.083 -0.127 -0.222
H 10.39962 -3.90372 -2.28834 0.088 0.131 -0.007
H 0.71400 0.91078 5.31613 -0.141 0.046 0.053
H 9.71814 1.03891 -0.12271 -0.561 0.561 0.061
H -2.43205 1.57095 -2.39129 0.346 0.060 0.079
H 0.35425 1.77205 -2.51477 -0.279 -0.082 0.016
H -9.87048 -1.64170 4.52033 0.004 0.004 -0.003
H -2.39765 4.26740 2.04303 -0.010 0.009 0.002
H -1.07199 -2.11712 3.84636 0.002 -0.002 0.011
H -1.91309 -0.62205 4.29933 0.011 0.049 0.156
H -8.40318 -1.26392 -0.29438 0.006 0.007 0.006
H 11.45796 -4.90818 -5.82000 -0.011 -0.005 0.002
H 3.18442 -0.60624 0.66571 -0.021 -0.151 0.182
H -3.09988 3.76159 3.59322 -0.168 0.049 0.033